One molecule with the formula C4H4N2OS in a non-equilibrium geometry, computed with ωB97M-V/def2-TZVPD.

Results
Gap between HOMO and LUMO, eV: 9.681
Total charge: 0
DFT total energy, eV: -20072.831
Structure (SMILES): N#CC1=NOC[C@@H]1S
Energy relative to the best compared isomer or geometry (same formula, charge and spin), kJ/mol: 279.7
HOMO, eV: -10.0

CARTESIAN COORDINATES (ANGSTROEM)
N -2.451 -0.292 -2.181
C -1.821 0.042 -1.272
C -0.902 0.250 -0.233
N -1.163 0.922 0.876
O -0.076 0.796 1.646
C 0.816 -0.239 1.259
C 0.402 -0.504 -0.235
S 1.522 0.255 -1.437
H 0.582 -1.157 1.904
H 1.870 0.000 1.349
H 0.247 -1.602 -0.476
H 0.975 1.530 -1.201

---

A 2-piece molecular cluster, C4H12 overall in a non-equilibrium geometry, computed with ωB97M-V/def2-TZVPD.

Results
Gap between HOMO and LUMO (spin up / spin down), eV: 10.679 / 2.774
2S+1: 2
Expectation value of S²: 0.7531
Total charge: +1
DFT total energy, eV: -4330.755
Energy relative to the best compared isomer or geometry (same formula, charge and spin), kJ/mol: 46.0
HOMO (spin up / spin down), eV: -14.3 / -14.3

CARTESIAN COORDINATES (ANGSTROEM)
C -0.706 2.100 -1.873
C -0.067 0.954 -2.642
H -0.801 1.929 -0.806
H -0.233 3.065 -2.056
H -1.755 2.245 -2.187
H 1.018 0.930 -2.493
H -0.237 1.058 -3.711
H -0.484 0.002 -2.326
C 0.122 -1.087 1.810
C 0.788 -1.937 2.753
H -0.136 -1.629 0.885
H -0.948 -0.767 2.102
H 0.543 -0.089 1.578
H 1.222 -1.391 3.591
H 1.608 -2.625 2.372
H 0.066 -2.757 3.001

---

A 2-piece molecular cluster, C2H7N2S overall in a non-equilibrium geometry, computed with ωB97M-V/def2-TZVPD.

Results
Gap between HOMO and LUMO, eV: 6.774
Total charge: -1
DFT total energy, eV: -16003.754
Energy relative to the best compared isomer or geometry (same formula, charge and spin), kJ/mol: 22.8
HOMO, eV: -2.7

CARTESIAN COORDINATES (ANGSTROEM)
C 1.435 -0.623 -2.027
S 1.263 -1.339 -0.329
H 0.632 -1.021 -2.646
H 1.287 0.461 -1.982
H 2.413 -0.892 -2.424
N -0.574 0.421 1.452
C -1.360 1.101 0.608
N -2.411 1.803 0.847
H 0.296 -0.042 1.121
H -0.756 0.357 2.440
H -0.984 0.978 -0.411
H -2.541 1.823 1.864

---

A 10-piece molecular cluster, C17H40N11O21P overall in a non-equilibrium geometry, computed with ωB97M-V/def2-TZVPD.

Results
Gap between HOMO and LUMO, eV: 9.969
Total charge: 0
DFT total energy, eV: -86928.471
Structure (SMILES): CCCC[C@H](C#N)[C@H](C#N)P(=O)(O)O.C[N+](=O)[O-].C[N+](=O)[O-].C[N+](=O)[O-].C[N+](=O)[O-].C[N+](=O)[O-].C[N+](=O)[O-].C[N+](=O)[O-].C[N+](=O)[O-].C[N+](=O)[O-]
HOMO, eV: -10.5

CARTESIAN COORDINATES (ANGSTROEM)
C 0.061 -2.855 4.744
C -0.890 -2.728 3.446
C 0.065 -2.370 2.164
C -0.914 -1.855 0.993
C -0.224 -0.776 -0.020
C 1.291 -1.188 -0.317
N 2.465 -1.496 -0.222
C -0.446 0.760 0.423
C -0.347 1.774 -0.845
N -0.414 2.506 -1.816
P 0.610 1.349 1.878
O 0.130 0.801 3.241
O 0.446 3.077 1.910
O 2.275 1.043 1.730
H 0.737 -1.917 4.757
H -0.499 -2.942 5.739
H 0.755 -3.769 4.622
H -1.443 -3.732 3.250
H -1.622 -1.842 3.531
H 0.592 -3.355 1.851
H 0.837 -1.602 2.520
H -1.139 -2.781 0.324
H -1.947 -1.499 1.375
H -0.796 -0.906 -1.024
H -1.552 0.837 0.775
H 0.858 3.399 1.058
H 2.576 1.010 0.787
C -5.899 0.045 1.819
N -4.646 -0.700 1.537
O -4.586 -1.330 0.490
O -3.762 -0.625 2.378
H -6.593 -0.108 0.993
H -6.313 -0.345 2.748
H -5.637 1.100 1.913
C 4.867 1.191 -2.015
N 3.622 1.946 -1.715
O 3.556 3.099 -2.109
O 2.751 1.352 -1.092
H 5.545 1.838 -2.568
H 5.308 0.893 -1.064
H 4.590 0.322 -2.612
C -6.523 2.732 -1.736
N -7.197 2.582 -0.419
O -8.307 2.068 -0.409
O -6.588 2.985 0.562
H -7.174 2.335 -2.508
H -6.342 3.792 -1.893
H -5.589 2.172 -1.693
C -2.446 4.655 3.404
N -3.607 3.912 2.849
O -4.653 3.950 3.480
O -3.428 3.315 1.798
H -2.748 5.134 4.335
H -1.649 3.933 3.583
H -2.148 5.399 2.666
C -1.749 -6.313 0.185
N -0.973 -6.126 1.440
O -1.569 -6.274 2.495
O 0.209 -5.836 1.320
H -2.777 -6.565 0.442
H -1.708 -5.375 -0.369
H -1.281 -7.123 -0.373
C 9.076 1.402 -3.550
N 7.725 0.792 -3.631
O 7.295 0.240 -2.627
O 7.139 0.886 -4.699
H 9.475 1.244 -2.549
H 9.704 0.915 -4.296
H 8.968 2.466 -3.757
C -7.033 3.473 -6.211
N -6.781 3.168 -4.778
O -6.525 2.007 -4.491
O -6.849 4.107 -3.994
H -6.939 2.554 -6.788
H -8.042 3.877 -6.289
H -6.288 4.204 -6.527
C 6.727 5.238 -1.628
N 7.994 4.517 -1.921
O 8.056 3.894 -2.974
O 8.881 4.600 -1.088
H 6.032 5.076 -2.451
H 6.326 4.833 -0.699
H 6.967 6.296 -1.528
C 2.593 -8.061 1.792
N 3.856 -8.794 1.515
O 3.923 -9.423 0.469
O 4.737 -8.712 2.358
H 1.905 -8.222 0.963
H 2.179 -8.457 2.719
H 2.840 -7.004 1.887

---

C19H16ClN5O5PdS as an isolated structure, computed with ωB97M-V/def2-TZVPD.

Results
Gap between HOMO and LUMO, eV: 6.223
Total charge: -2
DFT total energy, eV: -64490.443
Energy relative to the best compared isomer or geometry (same formula, charge and spin), kJ/mol: 0.0
HOMO, eV: -1.8

CARTESIAN COORDINATES (ANGSTROEM)
Pd -0.235 0.096 -0.790
O 2.133 -5.142 -3.201
C 0.906 -5.278 -2.880
O 0.215 -6.279 -3.052
C 0.255 -4.072 -2.232
C -1.060 -3.983 -1.826
Cl -2.309 -5.141 -1.842
N -1.271 -2.748 -1.314
N -0.140 -2.020 -1.357
C 0.786 -2.796 -1.896
C 2.170 -2.207 -2.043
O 3.050 -2.961 -2.635
O 2.396 -1.098 -1.611
C -2.446 -2.191 -0.723
C -2.362 -1.676 0.561
C -3.482 -1.080 1.122
C -4.666 -1.006 0.401
C -4.735 -1.526 -0.886
C -3.616 -2.117 -1.457
H 2.644 -3.943 -2.903
H -1.429 -1.730 1.106
H -3.425 -0.656 2.116
H -5.532 -0.528 0.840
H -5.653 -1.454 -1.455
H -3.643 -2.500 -2.469
C -2.586 3.792 0.787
C -2.202 2.363 0.445
S -0.757 2.192 -0.635
O -1.001 3.123 -1.777
C 0.457 3.036 0.401
C 1.823 2.914 -0.254
H -3.586 3.808 1.223
H -2.580 4.408 -0.113
H -1.905 4.228 1.519
H -2.987 1.861 -0.121
H -1.995 1.758 1.327
H 0.437 2.549 1.378
H 0.133 4.075 0.493
H 2.077 1.858 -0.361
H 2.587 3.408 0.350
H 1.814 3.366 -1.246
N 0.088 -0.164 2.413
C -0.488 0.555 3.115
C -1.194 1.429 3.971
C -0.505 2.323 4.814
N 0.053 3.063 5.508
C -2.603 1.390 3.981
N -3.761 1.342 3.980

---

A 3-piece molecular cluster, C3H12NO4 overall in a non-equilibrium geometry, computed with ωB97M-V/def2-TZVPD.

Results
Gap between HOMO and LUMO, eV: 11.700
Total charge: +1
DFT total energy, eV: -12980.574
Energy relative to the best compared isomer or geometry (same formula, charge and spin), kJ/mol: 0.0
HOMO, eV: -14.7

CARTESIAN COORDINATES (ANGSTROEM)
C 0.764 0.246 1.539
C 1.625 -0.518 0.564
C 0.967 -1.395 -0.443
O 1.859 -2.028 -1.200
O -0.225 -1.475 -0.649
N -0.460 0.908 0.911
H 0.327 -0.340 2.301
H 1.267 1.008 2.055
H 2.209 -1.184 1.205
H 2.382 0.102 0.090
H 1.376 -2.602 -1.816
H -0.114 1.480 0.124
H -0.954 1.480 1.591
H -1.134 0.237 0.475
H -3.355 0.098 -0.739
H -3.005 -1.107 0.113
O -2.804 -0.167 0.009
H -0.455 0.997 -2.222
H -0.250 2.549 -2.163
O -0.021 1.712 -1.744

---

A 5-piece molecular cluster, C12H25Cl2NO11 overall in a non-equilibrium geometry, computed with ωB97M-V/def2-TZVPD.

Results
Gap between HOMO and LUMO, eV: 10.490
Total charge: 0
DFT total energy, eV: -61901.803
Structure (SMILES): C[N+](=O)[O-].COC(=O)OC.COC(=O)OC.COC(=O)OC.ClCCCl
Energy relative to the best compared isomer or geometry (same formula, charge and spin), kJ/mol: 214.8
HOMO, eV: -10.0

CARTESIAN COORDINATES (ANGSTROEM)
C -2.092 -1.603 -1.439
N -0.875 -0.982 -1.981
O -0.847 0.199 -1.884
O -0.012 -1.721 -2.534
H -2.048 -2.596 -1.886
H -2.786 -0.876 -1.859
H -2.005 -1.455 -0.363
C -2.762 -3.775 1.962
O -1.457 -4.048 1.443
C -0.473 -4.361 2.253
O 0.692 -3.945 2.169
O -0.864 -5.390 3.017
C 0.067 -5.927 3.938
H -2.713 -3.291 2.937
H -3.232 -4.736 2.172
H -3.396 -3.232 1.262
H 0.581 -6.737 3.421
H -0.335 -6.533 4.750
H 0.918 -5.306 4.215
C 3.139 -2.022 -3.624
O 3.695 -0.777 -3.489
C 3.701 -0.085 -2.348
O 2.966 -0.284 -1.401
O 4.521 0.848 -2.484
C 4.690 1.882 -1.484
H 3.877 -2.820 -3.700
H 2.490 -2.026 -4.500
H 2.383 -2.332 -2.903
H 5.433 2.608 -1.817
H 4.826 1.433 -0.500
H 3.766 2.457 -1.421
C -1.210 6.602 -2.331
O -0.474 5.847 -1.337
C -0.259 4.548 -1.533
O -0.734 3.862 -2.421
O 0.447 4.027 -0.511
C 0.729 2.646 -0.360
H -0.661 7.427 -2.786
H -2.146 6.857 -1.835
H -1.551 5.950 -3.134
H 1.225 2.436 0.587
H 1.383 2.184 -1.100
H -0.227 2.125 -0.309
Cl -1.117 3.241 2.552
C -1.972 2.120 3.633
C -2.854 1.131 2.799
Cl -1.725 0.188 1.752
H -2.550 2.563 4.443
H -1.245 1.563 4.223
H -3.609 1.663 2.220
H -3.299 0.453 3.527